Record 1
A single C14H31N2O4PS molecule. Source: the OMol25 dataset; level of theory: ωB97M-V/def2-TZVPD.

Properties
**Frontier orbital gap**: 9.48 eV
**E_LUMO**: 0.6 eV
**Molar mass**: 354.45 g/mol
**SMILES**: CCP(CC)[C@@H]1[C@@H](N)S(=O)(=O)OC[C@]1(N)OC[C@H](C)C(C)C

XYZ file:
```
53
Properties=species:S:1:pos:R:3:lowdin_charge:R:1
C 3.173 -2.028 2.313 -0.161
C 2.639 -0.690 1.767 -0.428
P 1.846 -0.959 0.125 1.053
C 3.384 -1.266 -0.873 -0.407
C 4.418 -0.137 -0.970 -0.146
C 1.369 0.735 -0.543 -0.329
C 0.965 1.721 0.558 -0.416
N 2.102 2.170 1.322 0.043
S 0.183 3.221 -0.135 0.648
O -0.613 3.843 0.872 -0.255
O 1.226 3.953 -0.801 -0.270
O -0.830 2.694 -1.231 -0.199
C -0.220 1.822 -2.194 -0.113
C 0.168 0.503 -1.516 -0.573
N 0.402 -0.448 -2.580 0.115
O -0.918 0.126 -0.698 -0.122
C -1.623 -1.090 -0.923 -0.182
C -2.611 -1.253 0.223 -0.318
C -3.392 -2.548 0.006 -0.071
C -3.477 0.023 0.433 -0.374
C -3.281 0.580 1.847 -0.060
C -4.967 -0.163 0.144 -0.084
H 3.074 -2.850 1.601 0.045
H 2.632 -2.328 3.210 0.066
H 4.227 -1.951 2.575 0.070
H 1.868 -0.296 2.430 0.067
H 3.414 0.073 1.724 0.052
H 3.840 -2.153 -0.428 0.060
H 3.066 -1.581 -1.869 0.057
H 5.433 -0.521 -0.863 0.070
H 4.282 0.611 -0.185 0.049
H 4.366 0.380 -1.928 0.068
H 2.198 1.195 -1.091 0.115
H 0.215 1.284 1.218 0.129
H 2.769 2.637 0.717 0.089
H 1.831 2.822 2.049 0.097
H 0.654 2.321 -2.623 0.131
H -0.956 1.647 -2.974 0.143
H 1.054 -0.074 -3.261 0.100
H 0.787 -1.316 -2.225 0.051
H -2.138 -1.071 -1.890 0.137
H -0.925 -1.932 -0.920 0.104
H -2.004 -1.398 1.124 0.134
H -2.703 -3.391 -0.088 0.081
H -4.054 -2.760 0.846 0.081
H -3.999 -2.513 -0.899 0.076
H -3.107 0.778 -0.263 0.125
H -4.090 1.259 2.125 0.076
H -3.266 -0.229 2.583 0.080
H -2.344 1.135 1.931 0.070
H -5.153 -0.581 -0.846 0.073
H -5.446 -0.810 0.884 0.079
H -5.469 0.805 0.188 0.078
```

---

Record 2
6 unconnected molecules or ions with the total composition C14H32F6N6O8S2. Source: the OMol25 dataset; level of theory: ωB97M-V/def2-TZVPD.

Properties
**Frontier orbital gap**: 9.17 eV
**Relative energy (zero: lowest compared OMol25 entry of this formula, charge and spin)**: 73.56 kcal per mole
**E_LUMO**: 0.3 eV
**Molar mass**: 590.57 g/mol

XYZ file:
```
68
Properties=species:S:1:pos:R:3:lowdin_charge:R:1
N 0.296 0.379 0.744 0.265
H -0.491 -0.230 0.914 0.077
H 0.956 -0.118 0.164 0.077
H 0.600 0.756 1.631 -0.007
H 0.003 1.158 0.173 0.039
C 0.218 4.402 2.628 -0.684
F -0.185 4.221 1.371 0.133
F 1.485 4.683 2.697 0.158
F -0.444 5.420 3.114 0.168
S 0.036 2.772 3.759 0.726
O 0.393 3.168 5.099 -0.289
O -1.375 2.394 3.625 -0.334
N 1.109 1.639 2.847 -0.312
S 2.056 1.185 4.026 0.551
O 2.996 2.218 4.353 -0.310
O 1.409 0.647 5.206 -0.311
C 3.112 -0.294 3.140 -0.606
F 2.120 -1.088 2.534 0.056
F 4.067 0.115 2.320 0.141
F 3.739 -0.922 4.059 0.184
C -1.808 1.554 -1.887 0.029
C -0.423 2.313 -1.978 -0.453
O 0.289 2.331 -0.924 -0.032
N -0.060 2.828 -3.153 0.033
C 1.257 3.448 -3.404 -0.040
H -2.470 1.836 -2.707 0.070
H -2.221 1.956 -0.962 0.082
H -1.726 0.467 -1.851 0.065
H -0.888 2.858 -3.730 0.133
H 1.319 3.852 -4.415 0.084
H 2.027 2.705 -3.199 0.066
H 1.578 4.277 -2.773 0.086
C -1.215 -1.238 4.634 0.023
C -1.854 -1.131 3.235 -0.498
O -1.154 -1.233 2.243 -0.001
N -3.196 -0.910 3.132 0.020
C -3.807 -0.986 1.817 -0.064
H -1.028 -0.205 4.929 0.066
H -0.196 -1.625 4.610 0.082
H -1.917 -1.681 5.340 0.077
H -3.749 -1.130 3.948 0.134
H -3.538 -0.094 1.252 0.086
H -4.891 -1.088 1.868 0.088
H -3.414 -1.858 1.295 0.058
C 3.705 0.421 -1.385 0.020
C 2.641 -0.239 -2.196 -0.534
O 1.596 -0.596 -1.625 -0.001
N 2.756 -0.334 -3.527 0.009
C 1.775 -0.829 -4.452 -0.059
H 3.753 1.481 -1.637 0.090
H 4.629 -0.092 -1.654 0.087
H 3.553 0.254 -0.319 0.078
H 3.731 -0.250 -3.777 0.139
H 1.600 -0.292 -5.384 0.081
H 0.868 -1.096 -3.910 0.086
H 2.219 -1.725 -4.886 0.081
C -1.519 -3.323 -0.532 0.005
C -2.000 -3.157 -1.964 -0.573
O -2.096 -2.076 -2.514 0.043
N -1.875 -4.331 -2.529 -0.007
C -1.988 -4.539 -3.943 -0.071
H -0.430 -3.296 -0.504 0.097
H -1.753 -4.307 -0.127 0.075
H -2.012 -2.602 0.119 0.043
H -1.984 -5.171 -1.978 0.139
H -2.895 -5.126 -4.089 0.088
H -1.068 -4.891 -4.409 0.086
H -2.219 -3.634 -4.505 0.081
```

---

Record 3
4 unconnected molecules or ions with the total composition C14H32N2O16P2S5. Source: the OMol25 dataset; level of theory: ωB97M-V/def2-TZVPD.

Properties
**Frontier orbital gap**: 8.10 eV
**E_LUMO**: 0.1 eV
**Molar mass**: 706.69 g/mol
**SMILES**: CCN[C@@]1([PH2]=S)OS(=O)(=O)O[C@@]1(N)P(CC)CC.O=S1(=O)OCCO1.O=S1(=O)OCCO1.O=S1(=O)OCCO1

XYZ file:
```
71
Properties=species:S:1:pos:R:3:lowdin_charge:R:1
C 2.721 3.021 4.621 -0.055
C 3.719 2.516 3.553 -0.235
N 3.180 1.418 2.740 -0.017
C 3.546 0.128 3.166 -0.608
P 5.373 -0.067 2.525 0.438
S 5.891 -1.748 1.712 0.165
O 3.682 -0.034 4.619 -0.206
S 3.895 -1.603 4.919 0.546
O 3.244 -1.821 6.154 -0.223
O 5.231 -2.047 4.923 -0.235
O 3.036 -2.102 3.667 -0.185
C 2.611 -1.006 2.825 -0.677
N 2.627 -1.304 1.424 0.082
P 0.783 -0.858 3.271 1.091
C 0.522 -0.470 5.049 -0.408
C -0.947 -0.634 5.474 -0.158
C -0.026 0.389 2.153 -0.413
C -1.123 1.213 2.829 -0.148
H 2.552 4.085 4.502 0.069
H 1.762 2.520 4.534 0.052
H 3.133 2.838 5.607 0.075
H 4.654 2.253 4.030 0.098
H 3.937 3.352 2.896 0.107
H 2.176 1.512 2.651 0.079
H 6.140 0.310 3.645 -0.006
H 5.522 0.976 1.594 -0.017
H 2.031 -2.108 1.258 0.090
H 2.268 -0.510 0.908 0.087
H 1.085 -1.223 5.589 0.049
H 0.914 0.488 5.386 0.067
H -1.500 -1.242 4.766 0.057
H -1.401 0.351 5.494 0.053
H -1.017 -1.014 6.486 0.069
H -0.504 -0.179 1.365 0.045
H 0.660 1.061 1.639 0.060
H -1.966 0.604 3.131 0.070
H -1.512 1.895 2.084 0.047
H -0.766 1.828 3.650 0.067
C -2.153 -1.055 -1.796 -0.143
C -2.918 -0.156 -2.741 -0.165
O -2.744 1.167 -2.194 -0.174
S -1.309 1.274 -1.505 0.608
O -0.401 1.877 -2.414 -0.219
O -1.477 1.758 -0.182 -0.221
O -0.986 -0.292 -1.444 -0.190
H -2.722 -1.255 -0.886 0.139
H -1.865 -1.995 -2.257 0.139
H -3.970 -0.403 -2.796 0.109
H -2.487 -0.172 -3.741 0.132
C -7.195 -3.478 -4.551 -0.153
C -7.185 -2.270 -3.640 -0.154
O -5.864 -2.264 -3.076 -0.199
S -4.821 -2.840 -4.151 0.595
O -4.205 -1.747 -4.815 -0.218
O -4.063 -3.861 -3.531 -0.204
O -5.888 -3.492 -5.145 -0.177
H -7.327 -4.404 -3.988 0.136
H -7.954 -3.411 -5.325 0.138
H -7.928 -2.331 -2.851 0.137
H -7.325 -1.344 -4.202 0.136
C 0.998 2.625 -6.532 -0.162
C 1.554 2.015 -5.264 -0.161
O 1.618 0.610 -5.544 -0.186
S 1.936 0.386 -7.099 0.599
O 3.325 0.160 -7.264 -0.216
O 0.968 -0.503 -7.628 -0.219
O 1.610 1.878 -7.591 -0.190
H -0.084 2.491 -6.597 0.133
H 1.240 3.679 -6.629 0.134
H 0.925 2.196 -4.397 0.107
H 2.566 2.372 -5.060 0.136
```

---

Record 4
A molecular structure, C14H32O12V. Source: the OMol25 dataset; level of theory: ωB97M-V/def2-TZVPD.

Properties
**Frontier orbital gap**: 4.21 eV
**Relative energy (zero: lowest compared OMol25 entry of this formula, charge and spin)**: 0.00 kcal per mole
**E_LUMO**: 6.3 eV
**Molar mass**: 443.34 g/mol
**Net charge**: -3

XYZ file:
```
59
Properties=species:S:1:pos:R:3:lowdin_charge:R:1
O 18.030 -37.126 30.250 -0.403
V 19.486 -36.505 30.463 0.964
O 20.547 -37.194 29.441 -0.435
C 20.167 -36.735 33.041 -0.881
O 20.976 -36.345 33.921 -0.082
O 20.417 -37.637 32.135 -0.157
O 19.165 -35.958 32.695 -0.162
C 19.849 -33.848 30.288 -0.896
O 20.906 -34.459 30.755 -0.159
O 19.404 -32.920 31.045 -0.125
O 19.097 -34.529 29.460 -0.184
C 15.055 -36.607 28.618 -0.050
C 15.158 -38.044 29.070 -0.487
C 13.950 -38.505 29.861 -0.080
O 15.239 -38.932 27.948 -0.087
H 15.920 -36.339 28.011 0.070
H 15.037 -35.899 29.449 0.090
H 14.142 -36.422 28.040 0.070
H 16.052 -38.190 29.685 0.103
H 13.789 -37.914 30.762 0.058
H 14.074 -39.553 30.149 0.072
H 13.050 -38.507 29.235 0.066
H 15.966 -38.662 27.369 0.029
C 15.406 -37.465 35.098 -0.092
C 16.437 -37.435 33.994 -0.517
C 16.041 -38.169 32.722 -0.050
O 16.676 -36.073 33.672 -0.082
H 14.470 -36.997 34.772 0.067
H 15.732 -36.900 35.974 0.065
H 15.173 -38.483 35.433 0.060
H 17.392 -37.820 34.381 0.139
H 16.699 -37.923 31.891 0.051
H 15.001 -37.901 32.493 0.055
H 16.018 -39.257 32.887 0.074
H 17.615 -36.048 33.332 0.047
C 19.436 -38.995 27.025 -0.060
C 18.294 -38.964 26.040 -0.489
C 17.497 -40.243 25.957 -0.070
O 17.426 -37.873 26.391 -0.068
H 20.120 -38.157 26.882 0.078
H 20.080 -39.866 26.835 0.077
H 19.128 -39.024 28.069 0.086
H 18.697 -38.754 25.037 0.124
H 16.990 -40.483 26.894 0.076
H 18.102 -41.080 25.611 0.071
H 16.684 -40.112 25.232 0.077
H 17.997 -37.120 26.587 0.108
C 24.045 -36.805 31.046 -0.057
C 24.397 -35.599 30.189 -0.545
C 24.247 -35.936 28.706 -0.077
O 23.628 -34.502 30.579 -0.068
H 24.605 -37.724 30.827 0.061
H 22.981 -36.987 30.897 0.075
H 24.217 -36.591 32.102 0.077
H 25.451 -35.320 30.369 0.113
H 23.180 -36.088 28.507 0.077
H 24.777 -36.861 28.462 0.059
H 24.581 -35.134 28.041 0.059
H 22.705 -34.575 30.223 0.065
```

---

The records above give, respectively, highest occupied orbital energy values of -8.8 -8.9 -8.0 2.1 eV.